Below is 3 unconnected molecules or ions with the total composition C26H48NO11P2S2, with properties calculated with wB97M-V/def2-TZVPD.

Total charge ... +1
Strongest force on any atom ... 8.942 eV Å⁻¹
HOMO level ... -11.0659 eV
HOMO-LUMO gap ... 6.0 eV

Last column: Löwdin charge in e.
CARTESIAN COORDINATES (ANGSTROEM)
C  -0.5011  1.6804  1.6690  0.08
C  -0.8027  1.2813  0.4125  -0.11
N  -0.2480  1.8922  -0.8500  -0.22
C  0.4872  0.7691  -1.5317  -0.11
C  1.9329  0.4642  -1.0000  -0.13
C  2.0187  -0.4449  0.2805  -0.14
C  1.3354  -1.8500  0.1489  -0.18
O  1.7829  -2.6269  -0.9742  -0.05
C  0.8456  -2.6754  -1.9997  -0.49
C  -0.6137  -3.1924  -1.8485  0.02
O  1.2118  -2.3268  -3.0928  0.12
C  0.5521  3.1290  -0.6069  -0.15
C  -0.2871  4.3845  -0.1578  -0.64
S  0.7910  5.8993  -0.1738  0.81
O  -1.4180  4.6871  -0.9750  -0.18
C  -2.2599  3.5063  -0.8784  -0.32
C  -3.6639  3.7481  -1.5720  -0.09
C  -4.8568  3.2237  -0.7224  -0.19
C  -5.0086  3.3970  0.7125  -0.06
C  -6.1240  2.8840  1.4810  -0.06
C  -7.1774  2.1858  0.7622  -0.04
C  -7.0835  2.0265  -0.6860  -0.23
C  -8.2946  1.2957  -1.3798  -0.06
C  -5.9346  2.5154  -1.4320  0.00
C  -1.4842  2.3496  -1.6040  -0.44
S  -1.0415  3.0483  -3.2809  0.87
H  0.5181  2.0234  1.9869  0.10
H  -1.2792  1.7187  2.4731  0.11
H  -1.4995  0.4140  0.2973  0.16
H  0.5535  0.8524  -2.6415  0.13
H  -0.1251  -0.1582  -1.3376  0.11
H  2.4429  -0.1176  -1.8199  0.11
H  2.5822  1.3550  -0.8242  0.11
H  3.1180  -0.6414  0.4467  0.12
H  1.6805  0.0589  1.2276  0.11
H  0.2199  -1.6634  0.1467  0.12
H  1.5211  -2.4080  1.1056  0.12
H  -1.2774  -2.2805  -1.7806  0.09
H  -0.9697  -3.7664  -2.7356  0.10
H  -0.7954  -3.7469  -0.8875  0.07
H  1.1282  3.4370  -1.5243  0.14
H  1.3445  2.9795  0.1755  0.14
H  -0.6355  4.2787  0.9040  0.11
H  1.8146  5.5643  0.6843  -0.10
H  -2.4779  3.3431  0.2029  0.12
H  -3.7708  4.8373  -1.8384  0.15
H  -3.7284  3.2125  -2.5611  0.10
H  -4.1756  3.9355  1.2351  0.11
H  -6.1651  3.0411  2.5770  0.10
H  -8.0477  1.7852  1.3216  0.11
H  -7.9670  0.3370  -1.8452  0.08
H  -9.0946  1.1025  -0.6215  0.07
H  -8.7257  2.0255  -2.1147  0.09
H  -5.9185  2.3411  -2.5319  0.12
H  -2.1369  1.4639  -1.8248  0.15
H  -1.6551  2.2610  -4.2195  -0.09
C  -1.7887  -2.6598  5.9160  -0.12
O  -0.4753  -2.6701  5.3961  -0.31
P  -0.0271  -3.3846  3.9207  0.76
O  -0.7164  -2.2744  3.1360  -0.24
O  -1.1136  -4.6012  4.1899  -0.33
C  -0.9509  -5.5129  5.2737  -0.11
O  0.4621  -4.1202  2.4561  -0.32
C  -0.4320  -4.9645  1.7566  -0.13
H  -1.9629  -1.6761  6.3538  0.10
H  -2.5411  -2.8481  5.1457  0.10
H  -1.8714  -3.3916  6.7219  0.08
H  -1.8735  -5.5143  5.8584  0.09
H  -0.1211  -5.2350  5.9242  0.09
H  -0.8004  -6.5188  4.8834  0.09
H  -1.4154  -4.4986  1.6563  0.10
H  -0.5151  -5.9306  2.2549  0.09
H  -0.0139  -5.1394  0.7629  0.09
C  8.2246  1.5511  -2.1538  -0.12
O  6.9744  1.3733  -2.7897  -0.30
P  5.8247  0.2163  -2.3384  0.73
O  5.4073  0.9506  -1.0787  -0.24
O  7.0084  -0.8771  -1.9797  -0.31
C  7.9182  -1.3354  -2.9755  -0.12
O  4.6127  -0.9632  -2.1903  -0.30
C  4.8166  -2.0952  -1.3606  -0.11
H  8.4094  2.6234  -2.0822  0.10
H  8.2456  1.1161  -1.1513  0.10
H  9.0163  1.1270  -2.7743  0.08
H  8.9343  -1.1757  -2.6074  0.09
H  7.7972  -0.8037  -3.9198  0.09
H  7.7817  -2.4056  -3.1278  0.09
H  5.2002  -1.8038  -0.3796  0.10
H  5.4936  -2.8024  -1.8416  0.09
H  3.8546  -2.5920  -1.2328  0.07